ORCA calculation (the ωB97M-V functional and the def2-TZVPD basis) on a cluster of 13 separate species, C45H124N8O13 in total in a non-equilibrium geometry.

Results
LUMO energy ... 0.51 eV
Largest force on an atom ... 3.33 eV/A
E ... -87206.498 eV
Frontier orbital gap ... 9.144 eV
Spin multiplicity ... 1
Net charge ... 0
HOMO ... -0.31719 Ha

Last column: Löwdin charge in e.
Atoms and positions in Å:
C  12.12  24.08  14.10  -0.057
C  13.25  23.26  14.69  -0.446
C  12.96  21.81  14.68  -0.062
O  14.43  23.53  13.87  -0.070
H  11.59  23.69  13.28  0.045
H  12.45  25.14  13.84  0.101
H  11.36  24.29  14.86  0.084
H  13.50  23.67  15.72  0.152
H  12.60  21.41  13.76  0.042
H  12.17  21.59  15.39  0.077
H  13.89  21.30  14.93  0.070
H  14.39  24.47  13.73  0.061
C  6.99  15.05  15.37  -0.047
C  8.35  15.76  15.47  -0.477
C  9.33  15.20  16.58  -0.046
O  8.96  15.84  14.21  -0.065
H  6.80  14.23  16.09  0.076
H  6.94  14.48  14.41  0.083
H  6.15  15.74  15.38  0.069
H  8.13  16.70  15.93  0.089
H  9.61  14.18  16.34  0.065
H  8.73  15.14  17.58  0.105
H  10.22  15.82  16.64  0.043
H  9.77  16.40  14.19  0.065
C  12.11  18.80  15.83  -0.039
C  12.37  17.98  14.52  -0.386
C  12.86  16.53  14.80  -0.023
O  11.07  17.92  13.87  -0.105
H  13.06  19.24  16.18  0.067
H  11.67  18.15  16.66  0.084
H  11.48  19.71  15.60  0.056
H  13.10  18.62  13.99  0.120
H  13.24  16.11  13.79  0.086
H  12.06  15.91  15.09  0.037
H  13.67  16.49  15.53  0.066
H  11.01  18.08  12.94  0.004
C  8.45  21.49  12.45  -0.055
C  9.50  20.77  13.32  -0.327
O  9.01  19.79  14.17  -0.093
H  8.97  22.32  12.01  0.062
H  7.73  22.02  13.10  0.080
H  7.93  20.84  11.78  0.045
H  10.15  21.42  13.91  0.096
H  10.16  20.31  12.58  0.093
H  9.27  18.94  13.77  0.051
C  13.44  22.87  19.63  -0.057
C  14.87  22.28  19.41  -0.306
O  15.18  22.45  18.06  -0.091
H  12.64  22.35  19.22  0.024
H  13.42  23.87  19.16  0.082
H  13.09  22.96  20.66  0.068
H  15.09  21.29  19.73  0.090
H  15.60  22.91  19.94  0.106
H  15.97  21.93  17.94  0.019
C  12.77  8.95  14.21  -0.080
C  13.59  9.81  15.17  -0.421
C  12.98  11.26  15.20  -0.226
O  13.67  12.07  16.08  -0.178
C  14.96  12.38  15.58  -0.093
N  13.35  9.16  16.48  0.036
H  12.91  9.27  13.15  0.077
H  11.70  8.82  14.45  0.084
H  13.18  7.92  14.38  0.079
H  14.61  9.87  14.87  0.109
H  11.95  11.13  15.54  0.137
H  13.00  11.64  14.21  0.085
H  15.16  13.40  15.79  0.050
H  14.95  12.29  14.51  0.066
H  15.72  11.63  16.06  0.125
H  13.82  9.70  17.21  0.067
H  13.83  8.28  16.54  0.056
C  7.93  17.79  11.06  -0.065
C  9.11  16.86  10.86  -0.372
C  9.00  16.35  9.41  -0.228
O  9.96  15.38  9.13  -0.195
C  10.05  15.08  7.74  -0.108
N  10.42  17.54  11.21  0.066
H  7.91  18.57  10.26  0.092
H  8.04  18.36  12.01  0.069
H  6.95  17.27  11.09  0.093
H  9.07  16.04  11.60  0.125
H  9.12  17.14  8.65  0.121
H  7.97  16.05  9.30  0.116
H  9.06  14.74  7.39  0.090
H  10.73  14.23  7.60  0.085
H  10.43  15.90  7.09  0.088
H  10.62  18.36  10.58  0.093
H  11.18  16.88  11.11  0.063
C  16.52  20.02  15.47  -0.063
C  17.85  20.61  15.57  -0.391
C  18.26  21.20  14.18  -0.192
O  18.35  20.22  13.15  -0.220
C  18.66  20.68  11.83  -0.100
N  17.89  21.73  16.60  0.067
H  15.81  20.54  14.90  0.047
H  16.16  19.73  16.44  0.063
H  16.62  19.07  14.87  0.071
H  18.54  19.82  15.86  0.136
H  19.24  21.81  14.25  0.143
H  17.49  21.98  14.02  0.119
H  19.12  19.86  11.21  0.103
H  19.46  21.41  11.83  0.073
H  17.78  21.12  11.36  0.079
H  18.82  21.75  16.94  0.055
H  17.56  22.60  16.20  0.081
C  9.24  21.01  17.31  -0.061
C  8.12  20.01  17.63  -0.444
C  8.64  18.64  18.07  -0.172
O  9.53  18.74  19.22  -0.214
C  10.25  17.57  19.66  -0.085
N  7.28  20.67  18.60  0.039
H  8.87  22.00  17.17  0.069
H  9.68  20.68  16.33  0.045
H  10.11  20.97  18.02  0.086
H  7.58  19.80  16.69  0.139
H  9.30  18.34  17.21  0.119
H  7.82  18.00  18.36  0.119
H  11.03  17.38  19.00  0.046
H  9.61  16.67  19.57  0.081
H  10.57  17.65  20.69  0.082
H  6.62  19.98  18.89  0.055
H  7.90  20.77  19.41  0.077
C  15.51  17.59  18.16  -0.062
C  16.74  16.93  17.54  -0.437
C  17.90  17.08  18.58  -0.152
O  18.33  18.46  18.67  -0.204
C  18.93  18.91  19.83  -0.138
N  16.35  15.57  17.23  0.039
H  15.16  17.06  19.04  0.076
H  14.63  17.66  17.44  0.079
H  15.74  18.60  18.48  0.066
H  17.04  17.44  16.65  0.103
H  18.72  16.39  18.23  0.128
H  17.62  16.71  19.52  0.101
H  18.96  19.97  19.67  0.073
H  20.00  18.52  19.92  0.113
H  18.37  18.74  20.73  0.080
H  15.89  15.14  18.05  0.086
H  17.21  15.01  17.17  0.074
C  14.77  12.87  11.00  -0.090
C  13.56  12.22  10.42  -0.431
C  12.30  13.10  10.79  -0.167
O  12.09  12.95  12.21  -0.219
C  11.08  13.83  12.62  -0.125
N  13.62  12.15  8.91  0.030
H  14.78  13.92  10.57  0.094
H  15.66  12.29  10.57  0.101
H  14.79  12.87  12.09  0.060
H  13.44  11.23  10.88  0.130
H  11.45  12.62  10.36  0.111
H  12.48  14.16  10.59  0.119
H  11.10  13.99  13.71  0.072
H  10.08  13.38  12.39  0.108
H  11.20  14.91  12.26  0.087
H  13.12  11.29  8.71  0.066
H  14.61  12.09  8.60  0.070
C  15.63  15.69  12.76  -0.081
C  16.23  16.99  13.16  -0.422
C  17.64  16.83  13.64  -0.235
O  18.39  16.33  12.56  -0.203
C  19.81  16.36  12.84  -0.091
N  16.08  18.02  12.09  0.090
H  14.69  15.89  12.19  0.077
H  15.30  14.99  13.51  0.065
H  16.32  15.19  12.05  0.090
H  15.65  17.41  14.02  0.125
H  17.70  16.05  14.39  0.120
H  18.06  17.78  14.06  0.111
H  20.34  16.36  11.80  0.109
H  20.15  15.41  13.28  0.076
H  20.15  17.28  13.43  0.100
H  15.94  17.57  11.20  0.068
H  16.96  18.49  12.06  0.051
C  12.91  21.76  11.03  -0.028
C  13.56  20.45  11.52  -0.418
C  13.59  19.35  10.47  -0.204
O  12.45  19.28  9.64  -0.226
C  12.50  18.47  8.54  -0.146
N  14.91  20.77  12.00  0.068
H  12.00  21.52  10.39  0.094
H  13.66  22.23  10.39  0.086
H  12.58  22.36  11.83  0.027
H  13.00  20.04  12.38  0.093
H  13.82  18.36  10.97  0.111
H  14.55  19.51  9.97  0.117
H  13.29  18.87  7.82  0.109
H  11.49  18.45  8.09  0.087
H  12.78  17.41  8.77  0.098
H  14.98  21.64  12.54  0.058
H  15.36  20.04  12.50  0.010